10
Properties=species:S:1:pos:R:3 method="wB97M-V/def2-TZVPD" charge=0 relative_energy_kcal_mol=40.02 gap_ev=9.2375
S 2.254 -0.763 -0.255
S 0.606 1.591 -0.067
O 2.109 1.007 -0.253
O 2.879 -1.130 0.956
N 0.583 -0.972 -0.038
C -1.642 0.020 -0.029
C -0.191 0.031 -0.073
H -2.184 0.689 0.713
H -2.247 -0.907 -0.012
H -2.167 0.435 -0.942

=====

112
Properties=species:S:1:pos:R:3 method="wB97M-V/def2-TZVPD" charge=+2 relative_energy_kcal_mol=39.28 gap_ev=4.6204
Ti -0.774 -0.773 1.155
S -1.850 3.203 -2.969
S 0.047 -4.101 1.640
Si 0.785 0.060 3.826
O 1.098 -3.422 2.373
O -0.998 -4.850 2.309
N 1.314 0.211 0.910
N -2.404 1.841 0.654
N 2.617 -6.805 -2.900
N 0.007 3.087 -5.482
N -0.978 1.927 -3.587
N -2.406 0.551 1.116
N -0.655 -2.813 0.797
N -1.730 -4.083 -0.921
N -1.530 -1.728 -0.892
N 1.276 0.177 -4.894
C -0.301 1.988 -4.693
C 1.573 -0.837 5.270
C -3.642 0.395 1.767
C 1.885 -1.077 7.666
C 0.339 -6.231 -0.020
C -1.780 5.776 -3.712
C -1.537 3.329 4.632
C -3.489 2.557 1.029
C 2.713 -5.140 -1.189
C 0.740 -1.928 -5.965
C 2.114 -4.491 -0.091
C 3.222 -2.372 6.138
C -0.504 4.337 -5.158
C -0.724 -0.045 -6.135
C -2.287 -1.686 -2.007
C -1.008 2.044 4.607
C 0.622 4.247 4.135
C -0.672 -0.993 3.210
C 0.310 1.821 4.170
C -1.792 6.748 -4.713
C -4.359 -0.861 2.168
C 1.970 0.182 2.304
C -4.229 1.674 1.822
C 0.126 0.669 -5.259
C -1.379 -2.963 -0.324
C -2.300 -4.023 -2.156
C -0.404 5.354 -6.079
C -3.790 3.977 0.637
C 1.112 2.943 3.987
C 2.071 -0.642 -0.067
C 2.089 -6.289 -1.761
C -2.568 -2.819 -2.766
C 1.542 -1.103 -5.206
C -1.277 4.492 -3.983
C -1.043 6.570 -5.904
C 1.150 1.561 0.338
C 3.009 0.150 -1.022
C 2.517 -1.817 5.055
C -0.758 4.459 4.401
C 3.616 1.428 -0.392
C 2.857 -2.073 7.473
C -0.408 -1.340 -6.461
C 2.497 2.316 0.173
C 0.933 -5.017 0.440
C 1.227 -0.504 6.554
C 0.932 -6.832 -1.116
H -4.800 3.989 0.197
H 0.642 1.491 -0.602
H 3.616 -4.742 -1.701
H -3.731 4.704 1.459
H -4.511 -1.452 1.284
H -5.155 1.867 2.347
H -5.318 -0.581 2.630
H -3.099 4.312 -0.148
H -2.327 7.690 -4.571
H -3.106 -2.646 -3.704
H 1.526 -0.879 8.672
H 2.511 -3.556 0.286
H 3.455 -2.422 8.313
H 0.497 2.159 0.995
H 2.755 2.909 1.098
H -2.599 3.492 4.846
H -0.422 -2.013 3.367
H 4.167 2.029 -1.167
H -1.600 -0.659 3.640
H 0.449 0.190 6.787
H 2.644 -1.411 0.532
H 3.825 -0.502 -1.315
H -1.055 7.329 -6.653
H 1.313 5.101 3.918
H -1.643 1.191 4.788
H 0.467 2.948 -6.375
H 4.366 1.094 0.372
H 0.998 -2.999 -5.967
H 2.093 -7.482 -3.413
H -2.199 5.958 -2.697
H 2.275 3.081 -0.638
H -1.180 5.471 4.285
H 2.127 2.885 3.746
H 0.177 5.147 -6.998
H 2.632 -0.699 2.360
H 2.690 -2.206 4.046
H -2.668 -0.716 -2.268
H 2.636 1.043 2.480
H 4.142 -2.985 6.033
H -1.105 -1.919 -7.075
H -3.798 -1.543 2.825
H -1.666 0.417 -6.371
H -2.571 -5.008 -2.569
H 3.254 -6.224 -3.418
H -1.610 2.179 0.136
H -0.607 -6.605 0.304
H 2.555 -1.415 -4.896
H 0.445 -7.721 -1.511
H 2.462 0.469 -1.924
H 1.318 -1.177 -0.700

=====

79
Properties=species:S:1:pos:R:3 method="wB97M-V/def2-TZVPD" charge=+2 relative_energy_kcal_mol=0.00 multiplicity=4 gap_ev="8.2119 / 6.6902"
Re -0.641 0.175 -0.522
Br 0.640 -0.343 -2.605
Br 1.081 2.894 -2.595
Si 1.987 -1.521 1.338
F -6.115 2.614 2.537
O -1.914 0.528 1.025
O 0.216 -1.281 0.877
O -0.310 -3.324 1.584
N -5.908 4.271 -3.780
N -1.952 1.415 -1.590
N -3.816 -2.312 3.288
C -2.642 0.940 -2.641
C -5.549 1.422 2.705
C -2.478 -0.392 1.728
C -4.321 1.177 2.158
C -2.672 -2.583 2.704
C 1.526 1.241 -3.421
C 2.597 1.165 0.326
C -3.264 3.407 -1.652
C 1.960 -2.300 3.026
C -5.050 3.670 -3.316
C -3.984 2.908 -2.735
C -4.450 -3.289 4.236
C 2.519 0.295 1.580
C 2.819 -2.619 0.027
C 3.765 -1.850 -0.904
C -5.954 -3.241 4.025
C 3.917 0.252 2.230
C -6.247 0.450 3.422
C 1.795 -3.380 -0.827
C -3.660 1.652 -3.239
C -5.703 -0.799 3.625
C -3.882 -4.687 4.101
C 1.555 0.991 2.553
C -6.479 -1.856 4.359
C -4.424 -1.065 3.095
C -3.746 -0.087 2.346
C 3.667 -3.650 0.795
C -1.961 -1.679 1.910
C -0.654 -2.189 1.433
C -2.268 2.629 -1.105
H 4.436 -3.179 1.407
H 4.632 -0.333 1.652
H 1.334 -1.744 3.723
H 2.589 1.055 -3.309
H 1.628 -3.334 3.016
H -2.241 -3.557 2.876
H -4.013 -5.080 3.092
H -4.434 -5.332 4.782
H 1.168 -4.037 -0.227
H 1.460 0.463 3.499
H 1.608 1.292 -0.140
H -6.419 -3.987 4.668
H 3.230 -1.186 -1.580
H 3.061 -4.284 1.438
H 1.143 -2.708 -1.391
H 1.930 1.992 2.778
H 4.311 -2.568 -1.518
H 1.213 1.249 -4.460
H -4.190 1.236 -4.083
H -6.401 -1.681 5.435
H -2.834 -4.755 4.384
H 4.174 -4.296 0.077
H -3.803 1.938 1.596
H 4.314 1.265 2.303
H 0.549 1.110 2.134
H -6.185 -3.510 2.991
H -7.229 0.687 3.806
H 4.507 -1.267 -0.361
H -7.534 -1.766 4.103
H 2.330 -3.997 -1.550
H 2.975 -2.284 3.418
H -2.360 -0.038 -3.012
H 3.884 -0.158 3.236
H 3.281 0.783 -0.426
H -1.690 2.975 -0.258
H -4.225 -2.899 5.234
H 2.923 2.171 0.600
H -3.481 4.381 -1.239

=====

14
Properties=species:S:1:pos:R:3 method="wB97M-V/def2-TZVPD" charge=0 relative_energy_kcal_mol=130.34 gap_ev=9.4361
O -2.114 1.054 1.907
N 0.934 -0.623 -1.443
N -0.805 0.566 1.824
N -1.315 -1.151 0.057
C 2.161 -0.602 -1.769
C -0.395 -0.240 0.440
C 0.551 0.421 -0.140
H 2.938 -0.021 -1.242
H 1.338 1.084 0.173
H 2.489 -1.103 -2.696
H -1.247 -1.403 -0.924
H -2.227 -1.016 0.470
H -2.179 1.755 1.237
H -0.129 1.279 2.106